(1)
91
Properties=species:S:1:pos:R:3:forces:R:3 method="wB97M-V/def2-TZVPD" gap_ha="0.2226 / 0.2211" spin_multiplicity=2 homo_energy_ev="-4.6078 / -4.5776" energy_ha=-4497.43867 largest_force_ev_per_a=1.739 charge=-1
Cu 0.3926 1.3285 -0.9186 -0.221 0.126 0.277
C -2.1237 -2.1875 3.9601 0.091 0.301 0.067
C -1.9263 -0.6802 4.1060 0.111 -0.365 0.258
N -2.2494 -0.0024 2.8696 0.214 -0.047 0.072
C -3.6119 0.4466 2.6975 -0.264 0.296 -0.085
C -3.7891 1.8347 3.3118 0.012 -0.229 -0.092
C -1.2708 0.3052 1.9992 -0.272 0.123 -0.375
S -1.6699 0.9129 0.4673 0.028 0.124 -0.525
N -0.0258 0.2184 2.4665 0.622 0.053 0.312
C 1.0562 -0.2226 1.9432 -0.743 -0.362 0.434
O 0.9899 -1.0772 0.9460 -0.193 0.494 0.115
C 2.3296 0.1707 2.5680 0.514 0.068 -0.159
C 2.4798 0.1777 3.9498 -0.100 -0.093 -0.103
C 3.6702 0.6046 4.5104 0.080 0.010 0.107
C 4.7092 1.0314 3.6974 0.061 0.022 0.015
C 4.5559 1.0358 2.3213 0.057 -0.068 0.049
C 3.3732 0.6033 1.7538 0.068 -0.042 0.148
H -1.7651 -2.7157 4.8397 -0.011 -0.079 0.141
H -1.5696 -2.5495 3.0990 0.075 -0.056 -0.044
H -3.1759 -2.4228 3.8126 -0.103 -0.096 -0.032
H -0.8856 -0.4562 4.3462 -0.166 0.004 0.096
H -2.5619 -0.2892 4.9046 0.030 0.088 -0.024
H -4.2824 -0.2775 3.1700 0.089 -0.010 -0.082
H -3.8277 0.4954 1.6298 -0.089 -0.156 0.122
H -3.5087 1.8334 4.3639 -0.023 0.014 0.100
H -4.8210 2.1644 3.2228 -0.127 0.068 0.009
H -3.1478 2.5372 2.7873 0.054 0.119 -0.058
H 1.6696 -0.1633 4.5784 -0.098 0.042 0.009
H 3.7864 0.6139 5.5865 -0.005 -0.023 0.019
H 5.6381 1.3713 4.1358 0.017 0.023 0.047
H 5.3522 1.3921 1.6845 0.050 0.045 -0.038
H 3.2279 0.6363 0.6840 -0.031 -0.096 -0.147
O 2.6817 3.4409 1.5120 0.059 0.181 -0.101
C 2.0592 2.9611 0.5711 0.470 0.564 0.148
O 1.0928 2.1449 0.6642 -0.126 -0.169 0.045
C 2.4658 3.3630 -0.8435 0.262 0.204 0.096
C 3.5818 4.1591 -1.0770 -0.120 -0.040 0.126
C 3.8879 4.4971 -2.3824 -0.096 -0.090 0.013
C 3.0898 4.0042 -3.4054 0.018 0.014 0.037
C 2.0063 3.2038 -3.0779 0.057 0.143 -0.339
N 1.7012 2.9160 -1.8278 -0.226 -0.136 0.467
H 4.1599 4.4901 -0.2278 0.027 0.042 0.032
H 4.7316 5.1354 -2.6074 0.064 -0.004 0.005
H 3.3088 4.2422 -4.4342 -0.033 -0.025 -0.134
H 1.3507 2.7793 -3.8265 -0.038 0.002 -0.093
C -1.6379 -2.5556 -0.6732 -0.251 0.181 -0.287
O -0.4110 -2.9492 -0.1076 0.154 -0.548 0.479
C -0.4019 -3.7604 0.9712 -0.039 0.014 -0.019
C -1.4999 -4.5058 1.3850 -0.045 -0.028 -0.160
C -1.4438 -5.3351 2.4946 -0.004 -0.040 0.106
C -0.2767 -5.4171 3.2261 -0.023 -0.025 0.106
C 0.8189 -4.6650 2.8425 -0.036 0.005 -0.075
C 0.7937 -3.8430 1.7209 -0.223 0.003 -0.104
N 1.9685 -3.1646 1.4062 0.466 0.254 0.064
C 2.0641 -1.9710 0.6051 0.646 -0.374 -0.295
C 2.0182 -2.1970 -0.8873 -0.007 0.382 0.068
C 2.1200 -3.4590 -1.4355 0.022 0.034 -0.022
C 2.0260 -3.6404 -2.8046 0.001 -0.236 -0.084
C 1.8066 -2.5398 -3.6213 0.012 -0.100 -0.095
C 1.7338 -1.2718 -3.0920 -0.112 0.192 0.198
C 1.8792 -1.0490 -1.7090 0.401 -0.572 -0.036
O 1.9661 0.1433 -1.1934 0.004 0.288 0.021
H -2.1151 -3.3818 -1.2098 0.003 -0.052 0.017
H -1.4037 -1.7585 -1.3817 -0.109 -0.163 0.136
H -2.3204 -2.1723 0.0925 0.012 0.009 0.000
H -2.4197 -4.4387 0.8277 -0.089 0.055 -0.115
H -2.3171 -5.8929 2.7991 -0.087 -0.059 -0.040
H -0.2109 -6.0469 4.1011 -0.024 -0.054 0.072
H 1.7319 -4.7073 3.4241 0.066 -0.019 0.024
H 2.6026 -3.1625 2.1950 -0.073 0.100 -0.211
H 3.0295 -1.5144 0.8647 -0.406 -0.112 -0.024
H 2.2524 -4.3060 -0.7769 -0.007 -0.095 0.033
H 2.0943 -4.6319 -3.2295 0.018 -0.075 -0.023
H 1.7025 -2.6769 -4.6896 -0.026 -0.016 -0.091
H 1.5508 -0.4109 -3.7177 0.038 0.120 -0.102
O -1.9261 -0.3554 -2.9164 -0.065 -0.067 -0.043
C -1.6091 0.8185 -3.0057 -0.477 0.130 -0.542
O -0.5981 1.4223 -2.5284 0.169 0.010 0.021
C -2.4769 1.7808 -3.8191 0.037 -0.063 -0.001
C -2.6602 3.0811 -3.3503 0.044 -0.249 -0.098
C -3.3907 3.9901 -4.0836 -0.255 0.229 -0.294
C -3.9340 3.6043 -5.3091 0.865 -1.143 0.983
C -3.7717 2.3012 -5.7779 -0.212 0.438 -0.191
C -3.0508 1.3949 -5.0282 0.095 -0.003 0.297
N -4.6521 4.5573 -6.0841 -0.783 1.062 -0.862
O -4.7951 5.6865 -5.6293 0.031 -0.377 -0.153
O -5.0918 4.2145 -7.1760 0.148 0.054 0.373
H -2.2094 3.3591 -2.4094 0.045 0.067 0.024
H -3.5421 5.0030 -3.7428 0.011 0.009 0.039
H -4.2126 2.0358 -6.7264 0.015 -0.061 -0.035
H -2.9155 0.3807 -5.3722 0.004 -0.093 0.000

---

(2)
92
Properties=species:S:1:pos:R:3:forces:R:3 method="wB97M-V/def2-TZVPD" gap_ha="0.2587 / 0.3343" spin_multiplicity=8 homo_energy_ev="-9.3759 / -11.4332" energy_ha=-4786.21056 relative_energy_ev=1.418 largest_force_ev_per_a=3.983 charge=+1
Eu -0.4119 2.4645 2.5787 0.355 -0.730 -0.158
I 3.1002 3.5951 3.5531 -0.130 0.006 0.367
C 3.2938 2.3632 5.2951 0.351 0.253 0.205
I 2.5278 0.4059 5.1057 -0.166 0.104 -0.083
H 2.8743 2.8985 6.1463 -0.327 -0.208 -0.298
H 4.3586 2.2570 5.4635 0.040 0.021 -0.145
N -1.8633 1.2480 0.9142 0.099 1.091 2.647
S -2.1136 0.6284 -0.3288 0.492 -1.616 -3.606
N -1.3158 -0.8072 -0.7311 -2.074 0.848 1.165
S 0.0052 -1.1070 -1.3849 1.129 -0.094 -0.814
N 1.3414 -0.3979 -1.0104 -0.216 -0.460 0.018
S 1.8637 0.0555 0.5832 0.348 -0.881 -2.748
N 1.3316 1.2765 1.0642 -1.012 2.338 1.476
C 3.6397 0.0943 0.2849 -0.290 -0.575 0.364
C 4.2446 -0.7035 -0.6764 0.090 -0.458 0.190
C 5.6318 -0.6521 -0.8231 -0.155 -0.157 0.803
C 6.3760 0.1667 0.0513 0.236 0.211 -1.509
C 5.7466 1.0171 0.9506 -0.388 -0.906 -0.503
C 4.3733 0.9239 1.1244 -0.519 1.101 0.403
C 1.4698 -1.3857 1.4734 -0.334 -0.731 0.524
C 2.1758 -2.5806 1.3827 -0.868 -0.291 1.505
C 1.7443 -3.6242 2.2144 -0.034 -0.599 0.914
C 0.6367 -3.4894 3.1087 -0.135 0.922 -1.116
C -0.1112 -2.3065 3.1034 1.029 0.369 -0.791
C 0.3475 -1.2661 2.2712 -1.174 0.450 1.032
C -0.1391 -0.8981 -3.2120 0.914 -0.049 0.130
C -1.2255 -1.4630 -3.8971 0.550 -0.054 2.038
C -1.3108 -1.3678 -5.2438 0.010 0.101 -1.879
C -0.3025 -0.7376 -5.9833 1.209 1.125 1.414
C 0.8289 -0.1771 -5.2986 -1.544 -0.689 -0.144
C 0.9037 -0.2803 -3.9054 0.236 0.172 0.212
C 0.0325 -2.9222 -1.2470 1.116 0.976 -1.002
C 0.9127 -3.5579 -2.1336 -0.587 -0.474 1.578
C 1.0185 -4.9250 -1.9831 0.413 -0.570 -1.221
C 0.2057 -5.6900 -1.1558 -0.264 1.837 0.453
C -0.6773 -5.0091 -0.3370 -1.144 0.137 0.758
C -0.7340 -3.5997 -0.3425 -0.715 -0.366 0.185
C -3.8068 0.1239 -0.7232 -0.013 0.694 0.957
C -4.7392 1.0213 -0.2091 -0.323 -0.808 -0.826
C -6.0747 0.7505 -0.3972 -1.211 -0.851 0.087
C -6.4733 -0.5177 -0.9001 -0.862 1.567 -0.725
C -5.5531 -1.3912 -1.4359 -0.227 0.220 0.938
C -4.2236 -1.0334 -1.3264 1.199 -1.090 -0.156
C -1.6626 1.6637 -1.7425 0.250 0.079 1.141
C -0.5966 2.5170 -1.5566 0.109 0.728 -0.262
C -0.1969 3.3837 -2.5618 0.040 -0.836 -0.512
C -0.7347 3.2809 -3.8317 -0.696 0.165 -1.104
C -1.8148 2.4039 -4.0004 0.382 0.624 -0.028
C -2.3139 1.6763 -2.9316 -1.555 -0.956 -1.380
H 3.6143 -1.4326 -1.1921 0.366 0.446 -0.278
H 6.1129 -1.3071 -1.5524 -0.025 0.329 0.258
H 7.4548 0.2513 -0.1291 -0.426 -0.121 0.310
H 6.3028 1.7602 1.4692 0.394 0.276 0.573
H 3.8877 1.6013 1.8680 0.241 -0.900 -0.889
H 3.0807 -2.6244 0.8206 0.380 -0.322 -0.390
H 2.3252 -4.5657 2.2767 -0.418 0.706 -0.261
H 0.2616 -4.2537 3.7700 0.528 -0.502 -0.050
H -0.9895 -2.1153 3.7307 0.440 -0.324 -0.204
H -0.2227 -0.3181 2.3269 0.543 -0.705 -0.364
H -1.9786 -2.0195 -3.3627 -0.157 0.056 0.238
H -2.1808 -1.8052 -5.7478 0.429 0.226 0.119
H -0.4108 -0.5697 -7.0379 0.048 -0.220 -0.329
H 1.6231 0.3663 -5.7982 -0.189 -0.206 -0.256
H 1.7858 0.1287 -3.3699 -0.845 -0.327 -0.295
H 1.5037 -3.0225 -2.8434 0.262 0.256 -0.327
H 1.6874 -5.4473 -2.6485 0.222 -0.103 -0.073
H 0.2528 -6.7434 -1.1581 0.093 -0.976 -0.012
H -1.4209 -5.5495 0.2905 0.841 0.386 -0.409
H -1.4299 -3.0126 0.2689 0.285 -0.503 -0.094
H -4.4075 1.8642 0.3179 0.320 1.212 0.531
H -6.8689 1.4657 -0.1224 0.660 -0.439 0.074
H -7.5488 -0.7083 -1.0243 0.537 -0.032 0.302
H -5.8708 -2.3677 -1.7739 0.185 0.057 -0.263
H -3.4610 -1.7445 -1.5865 0.225 -0.187 -0.356
H -0.0680 2.5858 -0.6402 0.306 -0.311 0.874
H 0.6221 4.0278 -2.3884 0.713 0.693 0.239
H -0.4005 3.9008 -4.7155 -0.262 -0.758 1.310
H -2.2870 2.3270 -4.9621 -0.209 -0.002 -0.218
H -3.2498 1.0954 -3.0624 0.796 0.272 0.005
N -0.1541 4.9431 1.8650 0.993 0.030 -0.474
N -0.0053 5.9554 2.9029 0.251 1.264 -1.940
H 0.5526 4.9714 1.0946 -0.318 0.265 0.996
H -1.0147 5.1154 1.3777 -0.623 0.366 0.039
H 0.3365 6.8378 2.4380 -0.644 -1.030 0.696
H 0.7557 5.6907 3.4990 0.281 -0.557 0.423
F -1.1790 -0.1698 5.9583 0.025 0.712 -0.205
C -1.8003 0.9460 5.5513 -1.601 0.091 -0.423
F -3.0702 0.8998 6.0123 0.858 -0.050 -0.096
F -1.9497 0.8305 4.1524 0.372 -0.152 0.739
C -1.1250 2.3303 5.8927 1.889 0.205 -1.135
O -1.2773 2.8128 6.9863 -0.224 -0.333 -0.410
O -0.3780 2.7436 4.8873 -1.177 -0.476 1.532